Record 1
Formula: C33H28F18IrN2O4P
Source: OMol25
Level of theory: ωB97M-V/def2-TZVPD

Last column: Mulliken charge in e.
Element x y z (Å)
Ir  -0.810  0.561  0.563  3.064
C  -5.226  -0.580  0.130  -0.788
N  -4.483  -1.383  1.096  0.052
C  -5.192  -2.432  1.799  -0.982
C  -3.184  -1.198  1.131  0.676
O  -2.681  -0.285  0.423  -0.892
C  -2.395  -2.137  2.021  -0.948
O  -0.975  -2.074  1.708  -0.480
C  -0.119  -1.930  2.862  -1.723
C  0.230  -0.475  3.221  1.431
O  0.071  0.526  2.463  -0.956
N  0.729  -0.246  4.418  0.039
C  0.987  -1.273  5.379  -1.081
C  0.981  1.136  4.869  -0.958
H  -6.278  -0.576  0.378  0.367
H  -4.806  0.421  0.092  0.162
H  -5.138  -1.033  -0.883  0.314
H  -6.235  -2.136  2.002  0.324
H  -5.272  -3.342  1.181  0.363
H  -4.687  -2.684  2.735  0.414
H  -2.527  -1.873  3.047  0.585
H  -2.735  -3.185  1.843  0.585
H  -0.630  -2.361  3.735  0.861
H  0.780  -2.537  2.642  0.562
H  1.016  -2.254  4.905  0.439
H  1.987  -1.111  5.825  0.365
H  0.238  -1.280  6.206  0.327
H  0.534  1.799  4.112  0.264
H  0.516  1.255  5.846  0.375
H  2.074  1.314  5.003  0.325
F  5.864  4.177  -1.469  -0.256
C  4.543  4.418  -1.702  0.753
F  4.496  4.987  -2.928  -0.276
F  4.202  5.414  -0.817  -0.246
C  3.680  3.226  -1.563  0.224
C  3.624  2.555  -0.316  -1.207
C  2.765  1.467  -0.142  -0.056
C  1.929  1.038  -1.181  -0.396
C  1.996  1.681  -2.428  -0.822
C  2.872  2.747  -2.620  -0.938
P  0.702  -0.251  -0.854  1.860
C  -0.200  -0.579  -2.419  0.354
C  -1.469  -0.061  -2.714  0.120
C  -2.013  -0.296  -3.977  -1.253
C  -1.364  -1.131  -4.941  0.014
C  -0.114  -1.681  -4.569  -1.198
C  0.471  -1.391  -3.333  -0.355
C  -1.979  -1.428  -6.242  0.821
F  -3.329  -1.231  -6.197  -0.261
F  -1.788  -2.710  -6.679  -0.243
F  -1.538  -0.620  -7.274  -0.236
C  1.739  -1.691  -0.552  -0.195
C  1.207  -2.935  -0.195  -0.604
C  2.062  -3.978  0.136  -0.688
C  3.468  -3.829  0.083  0.118
C  3.971  -2.610  -0.430  -1.128
C  3.112  -1.582  -0.794  -0.261
C  4.380  -4.895  0.529  0.821
F  4.974  -4.676  1.755  -0.255
F  3.729  -6.076  0.634  -0.262
F  5.398  -5.091  -0.344  -0.244
H  4.225  2.891  0.539  0.436
H  2.707  0.927  0.802  0.555
H  1.380  1.316  -3.236  0.511
H  2.853  3.242  -3.578  0.505
H  -2.001  0.529  -1.963  -0.020
H  -2.981  0.130  -4.214  0.536
H  0.462  -2.288  -5.259  0.460
H  1.407  -1.847  -3.049  0.566
H  0.134  -3.103  -0.263  0.501
H  1.610  -4.910  0.489  0.506
H  5.040  -2.430  -0.518  0.463
H  3.545  -0.713  -1.266  0.614
F  -3.940  3.403  0.706  -0.244
C  -2.959  3.754  -0.172  0.415
F  -3.174  3.035  -1.290  -0.173
F  -3.124  5.029  -0.435  -0.205
C  -1.569  3.428  0.451  1.417
O  -1.699  2.227  1.127  -0.987
C  -0.460  3.722  -0.607  0.266
F  -0.428  2.731  -1.512  -0.049
F  0.741  3.856  -0.054  -0.255
F  -0.673  4.798  -1.356  -0.245
C  -1.361  4.446  1.591  0.261
F  -0.378  4.038  2.406  -0.172
F  -2.478  4.561  2.314  -0.233
F  -1.039  5.635  1.141  -0.218

Forces on the atoms, in the same order (eV/Å):
-1.28 0.49 1.55
-0.13 -0.17 -1.07
0.08 0.45 -0.49
-0.51 -0.86 0.21
-0.93 -0.77 0.61
-0.01 -0.42 -0.06
1.40 -0.67 -1.08
-0.42 0.82 0.66
-0.61 -0.38 -0.48
0.43 0.11 0.75
-0.08 -0.75 -0.15
-0.20 0.48 -0.34
0.49 -0.90 1.25
0.40 0.14 -0.33
-0.09 0.13 0.25
-0.27 0.03 0.06
0.04 0.25 0.61
0.64 0.18 0.05
0.20 0.26 0.11
-0.32 0.09 -0.11
-0.42 0.15 0.80
0.26 0.76 0.18
0.23 -0.03 -0.28
-0.28 0.50 0.17
0.04 0.09 0.23
-0.53 -0.03 -0.19
0.45 0.10 -0.63
0.41 -0.02 0.69
-0.13 0.07 -0.07
-0.80 -0.17 -0.34
-1.03 -0.43 0.04
1.73 2.62 -0.17
-0.39 -0.66 0.49
-0.09 -1.15 -0.53
-1.33 -1.85 0.43
0.01 0.10 -0.23
-0.15 0.22 -0.10
0.14 0.83 -0.47
0.35 -0.34 0.66
0.20 0.34 0.66
1.58 -0.28 -2.74
0.18 -0.27 0.22
0.51 -0.06 -0.31
0.09 -0.72 -0.64
1.33 0.68 2.92
-0.21 0.48 -0.31
-0.87 -0.02 -0.34
-1.51 -0.26 -3.21
0.91 -0.17 0.23
0.12 1.20 0.88
-0.08 -0.75 1.53
0.11 -0.45 -0.26
0.25 0.18 -0.14
0.40 -0.46 0.33
-1.42 2.24 -0.48
-0.03 -0.84 0.33
0.11 -0.31 0.49
1.73 -2.08 0.74
-0.89 0.27 -1.20
0.13 0.56 0.03
-0.65 0.41 0.41
-0.18 -0.08 -0.53
0.21 0.34 0.02
-0.04 0.23 -0.13
0.27 0.12 -0.07
0.02 -0.06 -0.49
0.05 -0.06 -0.06
-0.29 -0.10 -0.06
0.15 0.01 -0.25
0.21 0.03 0.41
0.36 0.18 -0.30
-0.15 -0.31 -0.11
-0.05 0.11 0.25
0.66 -0.13 -0.75
-1.49 -0.51 0.48
0.32 0.03 0.14
0.18 0.19 -0.24
-0.92 1.78 0.80
1.26 -0.50 -1.78
0.25 -0.13 -1.07
0.04 -0.86 0.15
-0.06 -0.40 0.20
-0.45 0.29 0.72
-0.18 0.46 0.89
-0.03 -0.26 -0.01
0.33 -0.07 0.18
0.22 0.70 -0.30

Properties
Kohn-Sham gap (alpha / beta) = 0.333 / 0.221 hartree
net charge = +2
2S+1 = 5
energy = -106872.188 eV



Record 2
Formula: C22H65NO10
Source: OMol25
Level of theory: ωB97M-V/def2-TZVPD

Last column: Mulliken charge in e.
Element x y z (Å)
C  -2.114  1.627  5.600  -1.241
C  -1.732  2.328  4.297  0.552
C  -2.265  1.729  2.941  -0.759
O  -2.389  3.617  4.380  -0.560
H  -1.604  0.667  5.688  0.234
H  -3.189  1.447  5.638  0.353
H  -1.927  2.189  6.515  0.368
H  -0.660  2.450  4.138  0.196
H  -2.074  2.406  2.109  0.320
H  -3.340  1.562  2.998  0.402
H  -1.749  0.813  2.653  -0.207
H  -1.762  4.212  4.797  0.317
C  -3.034  2.686  -1.686  -1.058
C  -4.365  3.308  -1.346  0.455
C  -5.172  2.396  -0.318  -1.098
O  -4.142  4.440  -0.589  -0.530
H  -2.211  2.796  -0.980  0.546
H  -2.774  2.900  -2.723  0.363
H  -3.218  1.615  -1.596  -0.027
H  -4.940  3.343  -2.271  0.250
H  -6.021  2.885  0.160  0.357
H  -4.527  2.104  0.511  0.023
H  -5.454  1.442  -0.762  0.401
H  -3.622  5.033  -1.136  0.325
C  3.721  -6.887  -0.557  -1.499
C  3.127  -5.442  -0.523  0.132
C  2.026  -5.331  0.496  -1.057
O  4.251  -4.598  -0.283  -0.381
H  4.217  -7.075  0.396  0.401
H  4.332  -7.015  -1.451  0.337
H  2.941  -7.635  -0.696  0.460
H  2.726  -5.220  -1.512  0.291
H  1.359  -6.170  0.305  0.603
H  1.557  -4.348  0.442  -0.095
H  2.425  -5.426  1.506  0.150
H  4.544  -4.694  0.626  0.301
C  3.307  2.700  -3.190  -1.083
C  2.100  3.607  -3.100  0.311
C  0.715  2.884  -3.109  -0.468
O  2.164  4.382  -1.919  -0.627
H  3.210  1.949  -2.406  0.019
H  4.262  3.220  -3.102  0.350
H  3.380  2.171  -4.140  0.409
H  2.319  4.266  -3.940  0.338
H  -0.065  3.645  -3.096  0.260
H  0.627  2.166  -2.293  -0.263
H  0.695  2.233  -3.983  0.377
H  2.054  3.757  -1.198  0.362
C  -4.552  -0.487  -5.206  -1.684
C  -3.625  -0.158  -4.028  1.316
C  -3.289  -1.371  -3.135  -1.108
O  -2.455  0.336  -4.461  -0.483
H  -5.068  0.461  -5.358  0.465
H  -5.269  -1.252  -4.909  0.337
H  -4.088  -0.971  -6.065  0.374
H  -4.110  0.571  -3.379  -0.237
H  -2.798  -2.142  -3.731  0.529
H  -4.230  -1.712  -2.704  0.386
H  -2.628  -0.852  -2.441  -0.146
H  -2.647  0.998  -5.128  0.303
C  -0.698  -4.088  3.209  -1.489
C  -1.452  -2.830  2.781  0.771
C  -1.330  -1.635  3.776  -1.467
O  -1.145  -2.554  1.425  0.770
H  -0.704  -4.954  2.548  0.579
H  -0.953  -4.350  4.236  0.506
H  0.339  -3.763  3.297  0.201
H  -2.541  -2.879  2.767  0.426
H  -2.213  -1.028  3.978  0.302
H  -0.546  -0.976  3.402  0.021
H  -0.952  -2.110  4.681  0.232
H  -1.372  -3.348  0.935  -0.612
O  5.642  1.112  -0.138  -0.621
H  4.911  0.567  -0.430  0.370
H  6.380  0.835  -0.681  0.242
O  3.979  -1.846  -0.603  -0.609
H  3.115  -1.729  -0.208  0.394
H  4.148  -2.786  -0.535  0.396
O  6.488  2.471  2.249  -0.630
H  6.871  1.833  2.850  0.300
H  6.002  1.943  1.616  0.358
C  -0.325  0.079  -0.273  -0.839
C  1.197  -0.222  -0.216  0.647
C  1.945  0.756  0.666  -1.027
O  1.895  2.178  0.322  0.000
C  2.679  3.059  1.225  -0.784
N  1.358  -1.587  0.164  -0.612
H  -0.450  1.089  -0.662  -0.133
H  -0.781  -0.031  0.711  -0.074
H  -1.015  -0.562  -0.821  0.357
H  1.676  -0.034  -1.177  0.242
H  2.989  0.444  0.633  0.109
H  1.646  0.626  1.706  0.284
H  2.484  4.105  0.988  0.290
H  3.742  2.841  1.130  0.257
H  2.271  2.947  2.230  0.260
H  0.852  -1.922  0.972  -0.489
H  0.917  -2.208  -0.499  0.406

Forces on the atoms, in the same order (eV/Å):
0.14 -0.90 -0.39
-1.43 0.39 -1.02
0.40 -0.08 0.96
0.59 0.20 -0.24
-0.02 -0.14 0.07
-0.08 -0.09 -0.34
0.47 0.35 -0.27
0.19 0.08 0.45
0.01 0.37 0.28
0.00 -0.11 0.04
-0.18 -0.14 0.31
-0.12 0.19 0.08
-0.29 -1.67 -0.41
-0.42 -2.67 2.41
0.87 -0.08 -0.62
-0.46 2.15 -0.26
-0.15 0.80 -0.01
0.50 0.01 0.13
0.23 -0.35 -0.58
-0.35 0.90 -0.05
-0.11 0.18 -0.49
0.37 0.24 -0.01
-0.31 0.11 -0.24
0.20 0.36 0.17
-1.18 0.48 -0.51
0.95 -1.81 0.08
0.44 0.19 0.00
-0.09 0.72 -0.42
0.30 -0.15 -0.21
0.58 0.18 0.37
-0.27 -0.01 0.27
0.23 0.33 0.01
-0.48 0.39 0.19
-0.38 -0.23 -0.05
0.08 -0.16 0.18
-0.14 -0.15 0.18
-0.02 -1.14 0.26
0.00 -0.35 0.11
1.63 0.08 -0.95
0.20 0.61 -0.03
0.39 -0.19 0.13
-0.20 0.28 0.35
-0.35 -0.09 -0.14
-1.12 0.57 -0.06
-0.12 -0.33 -0.03
0.07 0.42 0.41
-0.48 0.24 -0.37
-0.06 -0.25 0.35
-0.53 -0.18 1.09
-1.96 -2.61 0.53
-0.46 1.63 -0.89
2.74 1.41 -1.14
-0.27 -0.24 -1.04
-0.40 0.27 0.28
0.46 0.69 -0.11
-0.48 0.14 0.10
0.10 -0.03 0.29
0.35 -0.23 0.37
0.13 -1.05 0.59
0.28 0.19 -0.13
0.39 1.02 0.94
-2.00 0.11 0.04
1.74 -0.80 -0.85
0.92 1.45 0.52
-0.45 0.22 -0.15
-0.34 -0.36 0.02
0.37 -0.09 -0.18
-0.28 -1.32 0.19
-0.16 -0.43 -0.26
0.17 0.21 0.18
-0.12 0.41 0.37
-0.25 -0.62 -0.67
0.02 0.40 0.20
-0.31 -0.52 -0.07
0.18 -0.07 -0.08
1.27 0.95 -0.56
-1.02 -0.16 0.44
0.09 -0.56 -0.04
0.18 0.43 0.42
0.06 -0.11 0.14
-0.17 -0.32 -0.62
0.09 1.02 0.05
-2.55 1.08 -0.89
1.07 0.72 1.29
0.11 -0.01 0.20
-1.23 -1.31 -0.64
1.44 -1.34 0.44
-0.33 0.21 0.24
0.34 0.43 0.36
0.82 -0.44 -0.64
-0.28 -0.50 -0.51
0.28 -0.04 0.06
-0.28 0.15 0.29
-0.04 -0.18 -0.59
-0.04 -0.04 0.25
0.41 -0.33 0.25
-0.21 0.88 0.70
0.10 0.12 -0.88

Properties
Kohn-Sham gap (alpha / beta) = 0.069 / 0.332 hartree
net charge = -1
2S+1 = 2
energy = -45829.782 eV



net charge of number 1 (C33H28F18IrN2O4P)?
+2